Record 1
The following is a DFT calculation (wB97M-V/def2-TZVPD) of a cluster of 13 separate species, C20H66N2O13 in total at a distorted geometry.

Computed properties:
ΔE to the lowest compared entry with this formula, charge and spin, kcal per mole: 0.00
Total energy, eV: -51403.5690
Gap between HOMO and LUMO, Eh: 0.31259
Charge: 0
HOMO level, eV: -8.8

Element x y z (Å)
C -1.06918 -24.95978 1.88359
C -2.23463 -25.11999 2.87511
O -2.69388 -23.84437 3.36414
H -0.70069 -25.92485 1.38858
H -0.22633 -24.51829 2.41704
H -1.30896 -24.22024 1.15235
H -1.96437 -25.77487 3.72197
H -3.16891 -25.49103 2.35905
H -3.15899 -23.39998 2.64289
C 0.67521 -28.22192 -3.81565
C 1.56380 -29.44440 -3.88910
O 0.85307 -30.55165 -3.35563
H 1.15000 -27.40144 -4.31139
H 0.51178 -28.04893 -2.79389
H -0.33157 -28.39133 -4.22621
H 2.47883 -29.27505 -3.35693
H 1.78611 -29.70095 -4.93249
H 1.46149 -31.26310 -3.15402
C -1.22436 -28.80454 3.98544
C -2.30211 -28.69319 2.95652
O -2.16443 -29.83869 2.10652
H -1.21959 -29.74126 4.54952
H -1.38437 -27.99298 4.74495
H -0.21534 -28.75917 3.60194
H -2.19013 -27.77542 2.38743
H -3.26263 -28.69326 3.52234
H -2.74971 -30.54212 2.45349
C 4.16010 -31.46416 -2.48241
C 3.08767 -32.05976 -1.54129
O 2.23545 -32.85658 -2.32712
H 4.81995 -30.80555 -1.90346
H 3.68259 -30.95023 -3.27524
H 4.74716 -32.26156 -2.95291
H 2.52841 -31.27865 -1.00321
H 3.43575 -32.69604 -0.71337
H 1.48704 -33.01666 -1.77396
C -2.97265 -25.90109 -0.71014
C -2.50401 -27.32582 -0.47975
O -2.12988 -27.80486 -1.67403
H -3.76354 -25.73124 -1.47713
H -2.15392 -25.25506 -1.08923
H -3.31048 -25.58219 0.21821
H -3.33985 -27.77087 0.01500
H -1.65926 -27.44997 0.18263
H -1.86531 -28.73137 -1.55671
C 2.33005 -32.99590 2.96832
C 1.67239 -32.00255 2.07020
O 1.45556 -30.78354 2.71610
H 3.29911 -32.57257 3.30886
H 2.57368 -33.89669 2.46388
H 1.64797 -33.21755 3.84464
H 0.69989 -32.46916 1.89745
H 2.13493 -31.87881 1.06602
H 1.14487 -30.17448 2.04087
C -2.37920 -30.96609 -3.39424
C -3.49343 -30.81281 -2.28387
O -2.89685 -30.45212 -1.06169
H -1.87899 -30.06248 -3.45854
H -2.96032 -31.15644 -4.27886
H -1.65676 -31.73537 -3.13478
H -3.98885 -31.75663 -2.16951
H -4.18362 -30.06261 -2.65591
H -3.49079 -30.61039 -0.32800
C 0.53023 -29.30043 -0.23457
O 1.63329 -28.59336 -0.73771
N 0.19454 -29.08081 0.99676
N -0.20218 -30.14539 -0.93918
H 0.68574 -28.33540 1.55748
H -0.73772 -29.34158 1.36438
H 0.15922 -30.18747 -1.92727
H -1.17477 -30.46369 -0.69346
C 0.85298 -25.19980 -1.56823
O 0.72626 -24.97463 -2.94669
H 0.93456 -26.25754 -1.35786
H 0.00016 -24.70251 -1.06272
H 1.77583 -24.81690 -1.20021
H 0.34622 -24.08801 -3.10656
C 2.46036 -26.59318 1.79837
O 1.62860 -27.32109 2.61990
H 2.61413 -25.66727 2.28076
H 1.99843 -26.38389 0.88645
H 3.41342 -27.06122 1.58805
H 2.14456 -27.64423 3.37590
C 3.83995 -27.00126 -2.13745
O 4.06274 -28.23173 -1.52589
H 3.21249 -27.23417 -3.00561
H 4.73300 -26.45148 -2.33297
H 3.16817 -26.38731 -1.55242
H 3.15447 -28.44063 -1.14413
C 4.35455 -30.14775 1.43236
O 4.05314 -29.51855 2.65655
H 4.28688 -31.22260 1.47844
H 5.39629 -29.97157 1.20202
H 3.63797 -29.75484 0.70572
H 3.21750 -29.82186 3.02875
C -1.19007 -33.11582 -0.02870
O -0.02782 -32.77612 -0.72820
H -1.09650 -34.05766 0.60752
H -1.90437 -33.15266 -0.81580
H -1.47746 -32.32160 0.67398
H 0.04379 -31.84531 -0.88731

Record 2
The following is a DFT calculation (wB97M-V/def2-TZVPD) of a cluster of 2 separate species, C4H13NOS in total at a distorted geometry.

Computed properties:
ΔE to the lowest compared entry with this formula, charge and spin, kcal per mole: 12.41
Spin multiplicity: 2
Total energy, eV: -18730.2502
Gap between HOMO and LUMO (alpha / beta), Eh: 0.07588 / 0.30849
Charge: -1
HOMO level (alpha / beta), eV: 0.9 / -5.4

Element x y z (Å)
C -0.80434 -0.25071 -1.63917
C -0.13389 0.55590 -0.52452
C 0.18223 -0.23048 0.73747
S 1.52452 -1.47282 0.56071
C 2.89586 -0.62856 1.44299
N 0.09991 -1.06736 -2.49045
H -1.49996 -0.94382 -1.17155
H -1.28194 0.44774 -2.31727
H 0.69458 1.17904 -0.84439
H -0.96755 1.20033 -0.18536
H 0.41884 0.43978 1.55587
H -0.72444 -0.78751 1.01508
H 2.96716 -1.12854 2.39871
H 2.65605 0.41916 1.50017
H 3.77982 -0.80778 0.84153
H 0.29826 -1.93868 -2.01988
H 0.98626 -0.58933 -2.57766
H -4.28306 1.37512 1.35539
H -3.03894 2.18776 1.49923
O -3.76936 2.04077 0.86311

Record 3
The following is a DFT calculation (wB97M-V/def2-TZVPD) of a structure of composition C50H93Br21Cl8NO8P at a distorted geometry.

Computed properties:
Total energy, eV: -1651581.7392
Gap between HOMO and LUMO, Eh: 0.19742
Charge: 0
HOMO level, eV: -5.8

Element x y z (Å)
C 3.65216 -5.67322 0.35428
C 2.31187 -5.00161 -0.03999
C 2.16758 -3.59141 0.53353
C 0.71824 -3.10966 0.38302
P 0.38694 -1.45405 1.04234
C -1.27658 -0.86212 0.56181
C -1.84339 0.28239 1.41368
C -3.36083 0.37202 1.31140
C -3.97696 1.62863 1.96810
C 0.46577 -1.54744 2.84468
C -0.69143 -2.28960 3.54399
C -0.64555 -2.32197 5.06924
C -0.58738 -0.94655 5.75997
C 1.58381 -0.16238 0.54914
C 1.62293 1.05763 1.51643
C 2.25166 2.21187 0.74520
C 2.50606 3.38742 1.69365
H 3.62080 -6.61680 -0.19257
H 3.74774 -5.91372 1.41320
H 4.46907 -5.01801 0.05804
H 1.51869 -5.70267 0.24366
H 2.15690 -4.94451 -1.12082
H 2.94019 -3.03073 -0.00241
H 2.54779 -3.54895 1.55620
H 0.00713 -3.80837 0.82643
H 0.39885 -3.07413 -0.66477
H -1.90271 -1.75667 0.52043
H -1.15959 -0.49951 -0.46430
H -1.37211 1.19440 1.04168
H -1.57686 0.09931 2.45608
H -3.79491 -0.50008 1.81501
H -3.77605 0.23558 0.31114
H -5.06084 1.59205 1.96653
H -3.70452 2.46311 1.30507
H -3.44072 1.97003 2.85509
H 0.49623 -0.53197 3.24192
H 1.46538 -1.97261 2.98671
H -0.82805 -3.31302 3.19053
H -1.63302 -1.78596 3.30744
H 0.21526 -2.91144 5.40605
H -1.48342 -2.91684 5.44085
H -0.64328 -1.12439 6.82775
H -1.48278 -0.39263 5.46577
H 0.25626 -0.33867 5.44933
H 1.44437 0.18003 -0.48033
H 2.54701 -0.67756 0.49417
H 2.28847 0.78894 2.34150
H 0.62795 1.24281 1.91949
H 1.48879 2.62059 0.07422
H 3.12883 1.96139 0.15263
H 1.60148 3.95811 1.91177
H 3.23507 4.11347 1.32337
H 2.94660 3.07503 2.64686
C -2.90740 2.30212 -3.56741
C -2.84510 2.57843 -5.09134
C -1.42694 2.33297 -5.56998
C -1.32006 2.30274 -7.11118
N 0.12129 2.19415 -7.58282
C 0.89920 3.45385 -7.24890
C 1.20435 4.16458 -8.55821
C 1.29765 3.01953 -9.57742
C 0.17373 2.08021 -9.12776
C 0.75806 0.96203 -6.97470
H -2.80477 1.24135 -3.35940
H -3.86036 2.72096 -3.24547
H -2.08370 2.88588 -3.17404
H -3.26111 3.55748 -5.34222
H -3.50559 1.90990 -5.65893
H -1.13793 1.33085 -5.25566
H -0.75924 3.10170 -5.18258
H -1.75407 3.19398 -7.56901
H -1.87222 1.45645 -7.52257
H 1.87052 3.14054 -6.86072
H 0.42987 4.12426 -6.53751
H 2.18318 4.63729 -8.49619
H 0.45384 4.91018 -8.82141
H 2.28616 2.56063 -9.54620
H 1.21106 3.39607 -10.59608
H 0.46054 1.06469 -9.38349
H -0.79614 2.42536 -9.47419
H 0.91813 1.28467 -5.94717
H 1.73241 0.77377 -7.41910
H 0.10018 0.10644 -7.10441
O 0.60127 -1.08985 -2.42044
C 0.05833 -0.01976 -3.12113
C 0.81849 1.30871 -3.30934
O 0.25190 2.41209 -3.93998
H -0.96720 0.19360 -2.74790
H -0.14268 -0.43309 -4.13595
H 1.84959 1.10705 -3.65792
H 0.99384 1.64780 -2.25750
O 3.69948 -1.47072 2.31331
C 4.51615 -2.24972 2.71264
O 4.13714 -3.46178 3.15310
C 5.24521 -4.25321 3.62183
C 6.43191 -3.27213 3.83422
C 5.98267 -2.09624 2.95033
H 5.36217 -4.93979 2.77819
H 4.95763 -4.82956 4.49742
H 7.36525 -3.63007 3.41219
H 6.39834 -3.10310 4.90710
H 6.57218 -2.02709 2.03898
H 6.07938 -1.18487 3.54583
O -11.01198 0.10505 2.75722
C -10.06665 0.80707 2.94485
O -9.62224 1.13195 4.18354
C -8.36018 1.78623 4.07272
C -7.80497 1.42310 2.68993
C -9.10508 1.32460 1.90153
H -7.66773 1.60244 4.89354
H -8.58234 2.85527 4.17078
H -7.32046 0.44871 2.68866
H -7.21325 2.26964 2.34996
H -9.11362 0.61935 1.07171
H -9.34691 2.28154 1.43621
O -3.89418 -2.66281 1.77026
C -3.89138 -3.51130 0.91447
O -2.86950 -3.64850 0.07815
C -3.06116 -4.82124 -0.74914
C -4.27705 -5.54837 -0.18438
C -5.00200 -4.49952 0.65330
H -2.22294 -5.50413 -0.85917
H -3.33230 -4.33020 -1.68625
H -3.94773 -6.41535 0.39168
H -4.88158 -5.95241 -0.99646
H -5.36446 -4.92303 1.58592
H -5.81337 -4.03467 0.09478
C 4.93180 2.46224 -2.92502
Cl 5.79881 3.03918 -1.54271
Cl 5.85386 2.58956 -4.44350
H 4.63788 1.41753 -2.91844
H 4.05073 3.08962 -3.03924
C 1.26688 -3.57772 -3.83979
Cl 2.57466 -4.17815 -4.88878
Cl 0.10640 -4.90700 -3.50356
H 1.67186 -3.26042 -2.88651
H 0.75596 -2.76009 -4.33206
C -2.10012 -1.44215 -3.15478
Cl -3.25220 -0.67264 -2.05507
Cl -2.71732 -2.77250 -4.16764
H -1.66873 -0.70005 -3.81855
H -1.26935 -1.80830 -2.55242
C 0.99804 4.61405 -2.73380
Cl 0.94266 6.32356 -3.07314
Cl -0.02515 4.00557 -1.41775
H 0.72063 4.05901 -3.62748
H 2.04019 4.36150 -2.56052
C -0.13493 -6.26256 3.80796
Br 1.28037 -4.91514 3.77567
Br -1.40278 -5.82849 2.34976
Br -1.02146 -6.23060 5.52459
H 0.25236 -7.24821 3.59049
C 4.52962 -1.69341 -2.51683
Br 4.74017 -3.62251 -2.34797
Br 5.16464 -1.17461 -4.30604
Br 5.49600 -0.79883 -1.05098
H 3.50001 -1.32991 -2.44138
C -0.24597 6.97398 1.90934
Br 0.77118 7.49281 3.51909
Br -0.35501 8.35875 0.52833
Br -1.97544 6.28213 2.46777
H 0.39692 6.24220 1.43550
C 5.22409 6.42316 0.47503
Br 6.82566 7.54397 0.19025
Br 4.23056 6.06768 -1.14484
Br 4.08854 7.27036 1.83385
H 5.54499 5.47232 0.87953
C -0.46855 -2.51768 10.35413
Br 0.86268 -1.04730 10.02370
Br 0.48796 -4.19833 10.73873
Br -1.56863 -2.83310 8.77708
H -1.05279 -2.23602 11.21861
C 3.54245 0.71472 6.20893
Br 3.06640 -1.01595 5.39969
Br 1.88809 1.58384 6.68140
Br 4.78612 1.81695 5.19581
H 4.02251 0.39395 7.12298
C -1.38181 3.83531 4.90099
Br -0.48086 5.02646 6.20261
Br -2.52159 2.45815 5.76384
Br -0.07111 2.97869 3.73208
H -2.11630 4.41413 4.36416

Record 4
The following is a DFT calculation (wB97M-V/def2-TZVPD) of the molecule CH3N3OS at a distorted geometry.

Computed properties:
ΔE to the lowest compared entry with this formula, charge and spin, kcal per mole: 63.89
Total energy, eV: -18436.2282
Gap between HOMO and LUMO, Eh: 0.36358
Charge: 0
Structure (SMILES): [H]/N=N/SNC=O
HOMO level, eV: -9.5

Element x y z (Å)
H -2.52428 0.97761 -2.27936
N -2.22786 0.09723 -1.79228
N -1.19869 0.27009 -1.11242
S -0.49479 -1.03033 -0.44563
N 0.88164 -0.06017 0.24382
C 1.20181 -0.12157 1.59002
O 0.64357 -0.82945 2.38571
H 1.68496 -0.00274 -0.32996
H 2.03364 0.69932 1.74011

Record 5
The following is a DFT calculation (wB97M-V/def2-TZVPD) of a structure of composition C17H18BN7O3PtS at a distorted geometry.

Computed properties:
ΔE to the lowest compared entry with this formula, charge and spin, kcal per mole: 0.00
Spin multiplicity: 3
Total energy, eV: -49234.2734
Gap between HOMO and LUMO (alpha / beta), Eh: 0.28472 / 0.14277
Charge: +2
HOMO level (alpha / beta), eV: -15.2 / -15.2

Element x y z (Å)
C 2.88135 -0.17591 -0.07883
N 1.66821 -0.10360 -0.66496
N 1.82692 -0.04324 -2.02715
C 3.15059 -0.00789 -2.29250
C 3.84950 -0.08194 -1.09062
B 0.58864 0.12646 -2.96026
N -0.41796 -1.02202 -2.62596
N -0.85912 -1.21224 -1.33607
C -1.75652 -2.22458 -1.32514
C -1.90054 -2.68367 -2.63409
C -1.04504 -1.91496 -3.41666
Pt -0.18074 -0.16036 0.25116
N -0.08882 1.41386 -2.40262
N -0.40331 1.48353 -1.06786
C -0.94094 2.68633 -0.80803
C -0.95467 3.42102 -2.00747
C -0.40492 2.59480 -2.98118
H -1.25492 2.97319 0.17858
H -0.23172 2.75413 -4.03261
H -1.32472 4.41694 -2.13547
H 0.86955 0.18060 -4.11608
H -0.81726 -1.94963 -4.47052
H 3.49372 0.02838 -3.31066
H -2.53570 -3.48527 -2.95114
H 4.91099 -0.08668 -0.95481
H -2.23393 -2.54934 -0.41491
H 3.00370 -0.26028 0.98240
H -2.26369 -0.04258 1.27456
C -1.83737 -0.96959 1.69110
H -2.54254 -1.77478 1.47062
H -0.82450 -1.36881 1.31896
H -1.70416 -0.82073 2.76635
O 1.25405 -1.52087 2.69615
C 1.20758 -0.29568 2.87005
N 0.81928 0.59234 1.87184
S 1.01771 2.21941 2.19372
O 2.10401 2.76436 1.42030
O -0.26055 2.90186 2.16821
C 1.48198 1.83977 3.86583
C 1.68687 2.74146 4.90938
C 1.89734 2.22924 6.20183
C 1.88332 0.83890 6.43117
C 1.69947 -0.05199 5.37372
C 1.51801 0.47031 4.08820
H 1.67943 3.81077 4.70396
H 2.05775 2.91689 7.03902
H 2.01417 0.45548 7.44750
H 1.67990 -1.13431 5.50931